14
Properties=species:S:1:pos:R:3 method="wB97M-V/def2-TZVPD" gap_ha=0.2540 charge=-1 e_above_lowest_ev=2.0613 fmax_ha_per_bohr=0.107 total_energy_ha=-1231.66331 homo_energy_ev=-3.63 lumo_ev=3.283
C 2.114 -0.735 -0.849
C 1.545 0.082 -0.025
C -1.476 0.020 -0.418
C -0.119 0.083 1.618
N -0.996 -0.549 0.569
O -1.387 1.192 -0.858
O -2.184 -0.763 -1.239
O 1.233 -0.256 1.346
S 2.634 -1.547 -2.092
S 1.357 1.768 -0.656
H -0.038 1.198 1.777
H -0.205 -0.377 2.538
H -2.128 -1.631 -0.830
H -0.351 1.515 -0.881



15
Properties=species:S:1:pos:R:3 method="wB97M-V/def2-TZVPD" gap_ha="0.3253 / 0.3511" charge=+1 e_above_lowest_ev=6.3941 fmax_ha_per_bohr=0.091 total_energy_ha=-266.86431 homo_energy_ev="-13.95 / -14.01" lumo_ev="-5.093 / -4.459"
C -0.449 -0.589 -1.333
C -1.020 0.812 -0.784
C 0.372 0.904 1.115
C 0.383 -0.648 1.042
N -0.609 1.641 0.351
N 0.677 -1.013 -0.446
H -0.981 -1.242 -2.080
H -0.863 1.389 -1.637
H -2.034 0.659 -0.817
H 1.255 1.403 0.867
H 0.171 1.261 2.273
H 1.183 -0.875 1.637
H -0.525 -1.152 1.139
H 0.854 -1.917 -0.724
H 1.586 -0.635 -0.603



24
Properties=species:S:1:pos:R:3 method="wB97M-V/def2-TZVPD" gap_ha=0.3135 smiles="[NH3+][C@H]1SC(c2ccccc2)=N[C@@H]1S" charge=+1 e_above_lowest_ev=0.7444 fmax_ha_per_bohr=0.108 total_energy_ha=-1255.13810 homo_energy_ev=-12.29 lumo_ev=-3.755
C -0.249 2.031 -3.408
C -0.839 0.760 -3.296
C 0.391 2.589 -2.320
C -0.722 0.043 -2.112
C 0.456 1.930 -1.101
C -0.075 0.629 -0.960
C -0.066 -0.083 0.203
C -0.787 -1.552 1.772
C 0.506 -0.905 2.497
N -0.790 -1.069 0.500
N 1.616 -1.970 2.250
S 0.990 0.518 1.534
S -2.425 -1.087 2.630
H -0.426 2.682 -4.192
H -1.355 0.387 -4.179
H 0.778 3.543 -2.296
H -1.083 -0.966 -2.105
H 0.951 2.316 -0.281
H -0.821 -2.698 1.848
H 0.443 -0.629 3.489
H 2.600 -1.590 2.270
H 1.380 -2.046 1.212
H 1.562 -2.901 2.825
H -2.036 0.067 3.220



159
Properties=species:S:1:pos:R:3 method="wB97M-V/def2-TZVPD" gap_ha=0.3439 charge=0 fmax_ha_per_bohr=0.045 total_energy_ha=-2727.29773 homo_energy_ev=-9.07 lumo_ev=0.289
C 5.451 4.995 2.546
C 5.148 3.785 1.643
O 5.144 2.645 2.521
H 6.467 5.013 2.943
H 4.785 5.162 3.393
H 5.345 5.934 1.992
H 5.804 3.604 0.793
H 4.111 3.841 1.300
H 5.385 1.864 1.990
C 1.553 5.351 -1.933
C 0.569 4.730 -2.902
O 0.076 5.772 -3.724
H 1.853 4.579 -1.213
H 1.168 6.077 -1.214
H 2.457 5.701 -2.426
H -0.215 4.134 -2.420
H 1.142 3.982 -3.463
H -0.630 5.418 -4.276
C -6.307 2.127 -3.098
C -6.051 1.094 -1.996
O -5.505 -0.043 -2.679
H -6.896 1.705 -3.903
H -5.353 2.579 -3.370
H -6.807 2.960 -2.592
H -6.973 0.781 -1.496
H -5.324 1.419 -1.247
H -5.192 -0.696 -2.023
C 7.124 -0.676 -0.593
C 6.917 0.210 0.618
O 5.527 0.556 0.742
H 6.664 -0.225 -1.474
H 6.694 -1.667 -0.451
H 8.177 -0.825 -0.841
H 7.490 1.129 0.513
H 7.201 -0.339 1.520
H 5.022 -0.272 0.883
C -2.660 0.193 -4.509
C -1.613 1.269 -4.410
O -1.119 1.611 -5.706
H -3.522 0.423 -5.129
H -3.085 -0.010 -3.522
H -2.178 -0.757 -4.764
H -0.749 1.010 -3.787
H -2.061 2.141 -3.922
H -0.781 0.760 -6.016
C -0.126 -3.461 2.773
C -0.252 -2.117 3.469
O -1.189 -1.329 2.774
H 0.411 -3.477 1.825
H -1.082 -3.986 2.755
H 0.484 -4.133 3.391
H 0.716 -1.598 3.459
H -0.401 -2.257 4.547
H -1.002 -0.387 2.949
C -4.417 -4.400 -2.339
C -3.894 -2.958 -2.350
O -4.462 -2.139 -1.333
H -5.488 -4.399 -2.541
H -4.222 -4.944 -1.414
H -3.878 -4.970 -3.098
H -4.103 -2.501 -3.317
H -2.806 -2.984 -2.230
H -4.701 -2.698 -0.572
C 2.752 0.623 4.007
C 2.317 1.720 4.962
O 1.202 1.288 5.757
H 3.732 0.812 3.558
H 2.091 0.509 3.145
H 2.811 -0.364 4.475
H 2.075 2.599 4.363
H 3.135 2.030 5.615
H 1.620 0.850 6.503
C -2.868 1.823 3.440
C -1.620 2.076 4.256
O -0.573 1.330 3.630
H -3.671 2.489 3.764
H -3.198 0.787 3.504
H -2.719 2.042 2.381
H -1.683 1.874 5.327
H -1.364 3.141 4.213
H 0.193 1.304 4.238
C 1.566 5.211 1.940
C 0.171 4.836 1.574
O -0.568 5.992 1.203
H 1.696 6.018 2.656
H 2.180 5.391 1.054
H 1.985 4.282 2.345
H -0.343 4.515 2.497
H 0.110 3.984 0.890
H -1.486 5.731 1.084
C 2.055 1.368 -4.190
C 3.112 1.063 -5.225
O 2.484 0.357 -6.317
H 2.534 1.823 -3.320
H 1.593 0.454 -3.812
H 1.230 1.969 -4.572
H 3.805 0.338 -4.791
H 3.542 1.974 -5.646
H 3.202 -0.130 -6.732
C 0.143 -6.050 -1.658
C -0.442 -4.804 -1.032
O 0.200 -3.625 -1.463
H -0.369 -6.940 -1.286
H 1.170 -6.204 -1.322
H 0.054 -6.043 -2.743
H -0.331 -4.860 0.061
H -1.528 -4.748 -1.167
H -0.268 -2.852 -1.098
C 3.404 -1.078 -2.081
C 3.806 -2.389 -1.388
C 3.348 -2.563 0.049
O 3.828 -1.524 0.901
C 3.477 -1.828 2.245
N 3.252 -3.475 -2.200
H 3.848 -0.918 -3.061
H 3.635 -0.258 -1.396
H 2.339 -0.998 -2.317
H 4.891 -2.494 -1.443
H 3.848 -3.487 0.365
H 2.260 -2.669 0.111
H 3.996 -1.112 2.883
H 3.561 -2.861 2.587
H 2.415 -1.576 2.375
H 3.653 -4.371 -1.930
H 2.283 -3.529 -1.891
C -2.114 0.650 -0.882
C -1.062 -0.459 -0.925
C 0.197 -0.035 -0.171
O 0.845 1.041 -0.824
C 1.741 1.707 0.027
N -1.656 -1.644 -0.256
H -2.986 0.374 -1.476
H -1.666 1.546 -1.327
H -2.487 0.976 0.092
H -0.831 -0.593 -1.984
H 0.879 -0.895 -0.123
H -0.024 0.258 0.863
H 2.523 1.078 0.469
H 1.226 2.234 0.836
H 2.253 2.449 -0.586
H -1.686 -1.510 0.747
H -2.553 -1.832 -0.682
C -4.893 -0.995 1.886
C -4.872 -2.313 2.642
C -4.510 -3.511 1.739
O -5.525 -3.811 0.796
C -6.598 -4.600 1.301
N -3.860 -2.182 3.698
H -5.151 -0.139 2.507
H -5.660 -1.044 1.106
H -3.949 -0.773 1.381
H -5.887 -2.408 3.037
H -4.266 -4.378 2.363
H -3.602 -3.187 1.220
H -7.140 -4.054 2.074
H -6.278 -5.585 1.645
H -7.216 -4.715 0.411
H -3.609 -3.109 4.025
H -3.000 -1.701 3.451



23
Properties=species:S:1:pos:R:3 method="wB97M-V/def2-TZVPD" gap_ha=0.3357 smiles=CC[C@@H](CO)NC.O charge=0 e_above_lowest_ev=1.9433 fmax_ha_per_bohr=0.046 total_energy_ha=-404.68365 homo_energy_ev=-8.48 lumo_ev=0.651
C -0.915 1.518 -0.956
N -0.587 0.120 -1.253
C 2.029 0.947 0.941
C 0.812 -0.026 0.933
C 0.550 -0.546 -0.476
C 0.321 -2.044 -0.563
O 1.630 -2.616 -0.280
H -1.779 1.965 -1.445
H -0.077 2.162 -1.254
H -1.028 1.479 0.141
H -1.385 -0.413 -0.910
H 2.919 0.550 1.418
H 2.336 1.247 -0.067
H 1.700 1.866 1.413
H 1.075 -0.890 1.527
H -0.067 0.484 1.311
H 1.417 -0.436 -1.154
H 0.141 -2.352 -1.593
H -0.389 -2.453 0.149
H 1.741 -3.439 -0.778
H -3.988 0.887 0.371
H -3.219 1.341 1.606
O -3.238 0.652 0.920



67
Properties=species:S:1:pos:R:3 method="wB97M-V/def2-TZVPD" gap_ha="0.2178 / 0.2177" charge=+2 e_above_lowest_ev=0.0299 fmax_ha_per_bohr=0.010 total_energy_ha=-2126.59367 homo_energy_ev="-14.11 / -14.10" lumo_ev="-8.181 / -8.177"
Pt -0.321 0.133 0.710
C -0.429 -0.127 4.828
S 0.074 0.393 3.243
O 1.052 1.431 3.319
O 0.513 -0.802 2.420
O -1.168 0.827 2.460
H 0.469 -0.467 5.344
H -1.157 -0.929 4.727
H -0.848 0.740 5.336
C -0.611 -5.466 -3.799
C -1.034 -4.578 -2.669
C -0.359 -4.599 -1.448
C -0.746 -3.804 -0.385
C 0.017 -3.914 0.907
C -1.850 -2.924 -0.562
Te -2.350 -1.663 0.979
C -2.574 -2.918 -1.784
C -3.835 -2.132 -2.033
C -2.137 -3.740 -2.810
H 0.280 -6.040 -3.551
H -0.416 -4.883 -4.701
H -1.410 -6.168 -4.045
H 0.477 -5.276 -1.321
H 0.756 -4.710 0.838
H -0.647 -4.141 1.742
H 0.537 -2.990 1.162
H -4.126 -1.494 -1.203
H -4.657 -2.825 -2.219
H -3.737 -1.518 -2.931
H -2.693 -3.754 -3.741
C 1.217 4.805 -1.148
C 1.280 4.154 0.214
N 0.516 2.896 0.195
C -0.495 2.632 -0.672
N -1.105 1.443 -0.590
C -2.341 1.217 -1.338
C -2.237 1.859 -2.707
C -1.926 3.330 -2.542
N -0.825 3.536 -1.598
C -0.232 4.882 -1.578
H 1.790 4.230 -1.878
H 1.647 5.804 -1.098
H 0.859 4.818 0.972
H 2.302 3.918 0.502
H 0.463 2.455 1.103
H -3.197 1.610 -0.780
H -2.496 0.145 -1.424
H -3.173 1.745 -3.254
H -1.446 1.375 -3.285
H -2.804 3.876 -2.186
H -1.630 3.771 -3.493
H -0.809 5.531 -0.914
H -0.320 5.279 -2.588
C 3.212 -2.506 -3.765
C 2.357 -1.863 -2.721
C 2.824 -1.629 -1.430
C 1.999 -1.055 -0.490
N 0.733 -0.704 -0.780
C 0.263 -0.917 -2.019
C 1.042 -1.486 -2.997
H 4.258 -2.534 -3.468
H 3.128 -1.979 -4.715
H 2.879 -3.533 -3.932
H 3.834 -1.895 -1.148
H 2.331 -0.877 0.524
H -0.759 -0.637 -2.209
H 0.616 -1.642 -3.979



7
Properties=species:S:1:pos:R:3 method="wB97M-V/def2-TZVPD" gap_ha=0.3644 smiles="O=C=NS.F" charge=0 e_above_lowest_ev=0.4737 fmax_ha_per_bohr=0.025 total_energy_ha=-667.33285 homo_energy_ev=-9.39 lumo_ev=0.528
C -0.066 0.996 0.083
N 0.867 0.322 0.384
O -1.030 1.638 -0.011
F -1.888 -0.950 -0.469
S 2.171 -0.512 -0.241
H -2.225 -0.072 -0.492
H 2.170 -1.422 0.745



62
Properties=species:S:1:pos:R:3 method="wB97M-V/def2-TZVPD" gap_ha="0.2519 / 0.2644" charge=+2 e_above_lowest_ev=0.7199 multiplicity=2 s_squared=0.84 fmax_ha_per_bohr=0.026 total_energy_ha=-4018.10752 homo_energy_ev="-13.03 / -13.77" lumo_ev="-6.172 / -6.579"
Ir 0.202 -0.520 -0.364
C 3.395 -1.421 -0.548
C 2.711 -2.760 -0.433
S 0.940 -2.683 -0.825
C 0.827 -2.773 -2.639
C 1.301 -1.504 -3.321
S 0.428 -0.045 -2.644
C 1.673 1.189 -3.136
C 1.397 2.622 -2.693
S 1.172 2.901 -0.921
C 2.810 2.677 -0.210
C 3.409 1.266 -0.231
S 2.409 -0.167 0.339
H 3.481 -1.093 -1.581
H 4.398 -1.463 -0.120
H 2.735 -3.122 0.596
H 3.186 -3.518 -1.056
H -0.244 -2.918 -2.789
H 1.351 -3.655 -3.003
H 1.088 -1.542 -4.390
H 2.370 -1.346 -3.200
H 1.691 1.152 -4.228
H 2.634 0.831 -2.773
H 0.458 2.972 -3.125
H 2.185 3.251 -3.111
H 2.690 3.022 0.818
H 3.543 3.335 -0.678
H 4.272 1.248 0.437
H 3.770 1.018 -1.227
Cl -3.567 0.757 -1.758
C -3.205 1.825 -0.457
C -4.108 2.807 -0.111
C -3.794 3.701 0.903
C -2.573 3.626 1.571
C -1.665 2.651 1.228
Cl -0.167 2.578 2.102
C -1.954 1.701 0.204
N -1.134 0.730 -0.171
H -5.048 2.875 -0.642
H -4.504 4.470 1.175
H -2.329 4.327 2.357
C -3.877 -4.082 -1.415
C -2.771 -3.405 -0.639
O -2.069 -2.427 -1.422
H -4.343 -4.862 -0.813
H -3.490 -4.539 -2.326
H -4.658 -3.369 -1.689
H -2.012 -4.125 -0.329
H -3.160 -2.927 0.265
H -2.720 -1.821 -1.797
S -0.219 -1.601 1.767
C 0.043 -0.503 3.109
N -1.072 -0.063 3.734
C -1.078 0.682 4.853
C 0.111 1.039 5.432
C 1.293 0.600 4.837
C 1.262 -0.171 3.687
H -1.954 -0.330 3.309
H -2.048 0.958 5.239
H 0.114 1.628 6.336
H 2.246 0.850 5.286
H 2.169 -0.536 3.234